A structure of composition C19H43BeN2O2P2. Source: OMol25; level of theory: wB97M-V/def2-TZVPD.

Geometry as XYZ:
```
69
Properties=species:S:1:pos:R:3
Be -0.01504 0.16946 -0.17568
P -1.74649 1.20887 0.88609
P 1.71476 -0.86908 -1.24204
N -0.73269 0.62653 -1.78025
C -2.43886 1.98691 -0.63901
H -3.52943 2.08604 -0.55191
H -1.99707 2.99670 -0.72634
C -2.12525 1.23989 -1.92857
H -2.82618 0.43775 -2.17856
H -2.04602 1.92763 -2.79308
C -0.20049 0.08331 -3.11421
H -0.35054 0.91130 -3.83696
H -0.82931 -0.76252 -3.40905
C 1.27478 -0.24105 -2.92383
H 1.84056 0.69221 -3.08399
H 1.56887 -0.97065 -3.68846
C 1.77766 -2.70051 -1.44412
C 1.86485 -3.43035 -0.09185
H 1.68477 -4.50419 -0.27281
H 1.10561 -3.07347 0.62248
H 2.86378 -3.32734 0.36269
C 3.41413 -0.24971 -0.88092
C 4.04980 -0.94445 0.32111
H 4.93806 -0.36990 0.60960
H 4.38849 -1.95816 0.07916
H 3.38170 -0.98219 1.18733
C -1.30156 2.59305 2.02746
C -1.02078 2.11406 3.44607
H -0.54619 2.93847 3.98897
H -0.33771 1.26075 3.47422
H -1.93942 1.86158 3.98527
C -3.16313 0.27796 1.60211
C -2.72419 -0.66542 2.73844
H -3.56895 -1.33913 2.96880
H -2.47652 -0.10780 3.65732
H -1.86073 -1.28772 2.45090
C 0.58168 -0.35914 1.30965
C 4.34437 -0.24309 -2.09763
H 4.61344 -1.26034 -2.40892
H 3.92116 0.29001 -2.95631
H 5.27198 0.26947 -1.80480
C -2.29357 3.76049 1.99758
H -1.86432 4.57473 2.59948
H -2.47262 4.14677 0.98685
H -3.25648 3.48764 2.44895
C -4.34257 1.14344 2.04196
H -5.20254 0.48160 2.21589
H -4.13920 1.66262 2.98806
H -4.64249 1.87187 1.28149
C 2.85713 -3.19934 -2.40243
H 3.85652 -3.16278 -1.94827
H 2.64495 -4.25320 -2.63027
H 2.86661 -2.65713 -3.35407
H 0.78723 -2.92969 -1.87959
H -3.48903 -0.35659 0.75682
H 3.20620 0.79573 -0.59891
H -0.35179 2.93647 1.58467
O 1.00052 -0.72098 2.33814
H -0.27943 1.55339 -1.94600
H 0.83689 1.10769 0.28040
C -1.97325 -3.90722 0.63491
C -1.62881 -2.62624 -0.05906
N -2.19950 -2.36639 -1.24142
O -0.80738 -1.78696 0.45430
H -3.06254 -3.95644 0.83750
H -1.42759 -3.97326 1.58311
H -1.70507 -4.77559 -0.00073
H -1.95115 -1.48191 -1.70176
H -2.84800 -3.00137 -1.67124
```

The frontier orbital gap is 8.190 eV. The calculation puts the HOMO energy at -0.3845 hartree. Its total charge is +1. For the total energy, the calculation gives -46449.64034 eV. As for the spin multiplicity: 1.